Below is 2 unconnected molecules or ions with the total composition C3H6N2O, with properties calculated with the ωB97M-V functional and the def2-TZVPD basis.

```
12
Properties=species:S:1:pos:R:3
N 3.1412 -0.9093 -0.2360
C 2.0087 -0.7663 -0.0356
C 0.5905 -0.5363 0.1630
C -0.2120 -0.1508 -1.0311
N 0.0759 0.8346 -0.0172
H 0.1001 -1.0959 0.9586
H 0.2944 -0.0440 -1.9820
H -1.2183 -0.5706 -1.0671
H 0.8358 1.4593 -0.2774
O -2.2642 0.2850 0.9120
H -1.4814 0.8516 0.7685
H -2.3313 0.1970 1.8646
```

As for the HOMO energy: -10.632 eV. The energy comes out at -8234.408 eV. As for the multiplicity: 1. Its energy above the lowest of the compared OMol25 structures with the same formula, charge and spin is 221.1 kJ/mol.

Okay, here come the natural (NBO) numbers, in e, for every atom: -0.3016, 0.2528, -0.2031, -0.2218, -0.5875, 0.2555, 0.2121, 0.2412, 0.3836, -0.9823, 0.4873, 0.4639

---

Below is a single C3H6N2O molecule, with properties calculated with the ωB97M-V functional and the def2-TZVPD basis.

```
12
Properties=species:S:1:pos:R:3
N 1.7066 0.1836 -0.3577
C 0.5373 0.1939 0.4225
O 0.8136 0.3079 1.7665
C -0.7492 0.7372 -0.0002
C -1.2321 -0.3463 -0.8704
N -0.6607 -0.7254 0.4024
H 2.3951 -0.4666 0.0038
H 1.5334 0.0283 -1.3426
H 0.0498 -0.2246 2.0796
H -1.3565 1.4345 0.5658
H -0.7226 -0.6539 -1.7814
H -2.3147 -0.4686 -0.8883
```

As for the HOMO energy: -9.252 eV. The energy comes out at -8233.456 eV. As for the multiplicity: 1. Its energy above the lowest of the compared OMol25 structures with the same formula, charge and spin is 312.8 kJ/mol.

Okay, here come the natural (NBO) numbers, in e, for every atom: -0.8198, 0.5023, -0.6896, -0.1607, -0.2564, -0.4284, 0.3803, 0.3739, 0.4916, 0.2122, 0.1834, 0.2114

---

Below is 2 unconnected molecules or ions with the total composition C3H6N2O, with properties calculated with the ωB97M-V functional and the def2-TZVPD basis.

```
12
Properties=species:S:1:pos:R:3
H 1.2442 -1.9146 0.3120
N 1.1178 -1.3427 -0.5094
C 1.2438 -0.0975 -0.4553
O 1.3028 0.5203 -1.6757
H 1.4189 0.6956 0.3730
H 0.8820 -0.1490 -2.3678
C -0.9325 1.3033 0.4377
C -1.4683 0.1759 0.7782
N -1.8618 -0.9323 1.0863
H -1.0927 2.0201 1.2325
H -0.6595 1.3771 -0.6195
H -1.1947 -1.6561 1.4079
```

As for the HOMO energy: -9.135 eV. The energy comes out at -8233.331 eV. As for the multiplicity: 1. Its energy above the lowest of the compared OMol25 structures with the same formula, charge and spin is 324.9 kJ/mol.

Okay, here come the natural (NBO) numbers, in e, for every atom: 0.3585, -0.7522, 0.4071, -0.7086, 0.1888, 0.4949, -0.7012, 0.4461, -0.6511, 0.2585, 0.2717, 0.3875